Entry 1:
Below is an isolated molecule of H4N2 at a distorted geometry, with properties calculated with ωB97M-V with the def2-TZVPD basis set.

XYZ file:
```
6
Properties=species:S:1:pos:R:3:forces:R:3
N -0.724 -0.001 0.180 -1.3 -1.4 -3.6
N 0.758 -0.018 -0.189 -1.0 -1.5 3.3
H -1.111 0.816 -0.320 0.4 0.0 0.5
H -1.145 -0.744 -0.555 1.2 1.7 2.3
H 1.064 0.810 0.336 0.2 0.0 -0.4
H 0.953 -0.749 0.597 0.5 1.3 -2.1
```
Positions in Å, forces in eV/Å.

For the energy above the lowest of the compared OMol25 structures with the same formula, charge and spin, the calculation gives 15.28 kcal/mol. Its gap between HOMO and LUMO is 10.52 eV. The calculation puts the lowest unoccupied orbital energy at 1.29 eV. Its SMILES is NN.

=====

Entry 2:
Below is an isolated ion of composition C4H6N3O and charge +1 at a distorted geometry, with properties calculated with ωB97M-V with the def2-TZVPD basis set.

XYZ file:
```
14
Properties=species:S:1:pos:R:3:forces:R:3
O -0.916 -1.537 -0.988 -0.2 0.1 -3.0
N 0.738 0.467 -1.172 0.3 0.9 -1.4
N -0.100 -1.620 0.053 2.9 -0.1 1.0
N 2.451 -0.648 0.088 5.9 2.8 1.2
C 1.411 -0.222 -0.418 -4.6 -1.6 -0.6
C -0.532 0.713 -1.160 0.7 0.8 1.5
C -1.273 -0.884 0.183 -2.0 -1.3 2.4
C -1.153 0.656 0.163 -2.5 -0.5 0.3
H -1.043 0.928 -2.035 -0.8 0.4 -1.6
H -2.219 1.092 0.292 2.1 -0.4 -0.2
H 3.400 -0.057 0.199 -2.8 -1.8 -0.3
H -0.435 0.821 0.959 -0.4 0.9 0.2
H 2.381 -1.534 0.483 0.3 -2.0 0.9
H -2.096 -1.500 0.704 1.1 1.8 -0.3
```
Positions in Å, forces in eV/Å.

For the energy above the lowest of the compared OMol25 structures with the same formula, charge and spin, the calculation gives 119.14 kcal/mol. Its gap between HOMO and LUMO (alpha / beta) is 8.74 / 8.74 eV. The calculation puts the lowest unoccupied orbital energy (alpha / beta) at -5.12 / -5.12 eV. Its total charge is +1.

=====

Entry 3:
Below is C43H44AsBrN4O7Zn as an isolated structure, with properties calculated with ωB97M-V with the def2-TZVPD basis set.

XYZ file:
```
101
Properties=species:S:1:pos:R:3:forces:R:3
Br 0.295 0.451 -2.072 0.0 -0.1 0.0
As 2.783 -1.610 0.170 0.0 0.0 0.0
Zn 0.903 2.265 -0.374 -0.2 -0.1 0.2
O 2.281 2.613 3.148 0.0 0.0 -0.1
O -0.977 2.452 -0.149 0.0 0.1 -0.1
O -1.269 -1.843 0.577 0.1 -0.1 0.0
O -1.489 2.152 6.258 0.0 0.0 0.0
O -3.094 0.785 5.824 0.0 -0.1 0.0
O 2.028 1.771 1.096 0.1 0.1 -0.1
O -3.043 -1.794 1.796 0.0 0.0 0.0
N -1.924 -1.420 1.505 0.0 0.0 0.2
N 2.551 5.580 -2.192 0.0 0.1 -0.1
N -2.030 1.313 5.572 -0.1 0.1 -0.1
N 1.927 3.792 -1.137 0.0 0.1 0.0
C -0.182 1.548 3.958 0.0 0.0 0.0
C 1.348 -5.373 1.275 0.0 0.0 0.0
C 4.949 -0.107 1.313 0.1 -0.1 0.0
C 7.294 -0.341 0.835 0.0 0.0 0.0
C 1.674 1.944 2.334 0.2 -0.1 0.1
C -1.849 1.528 -0.505 0.1 0.0 0.0
C 2.858 -1.932 -1.761 0.0 0.1 0.0
C -2.338 -0.524 -1.801 0.0 0.0 -0.1
C -1.358 0.919 4.316 0.0 0.0 0.1
C 3.683 -5.427 1.826 0.0 0.0 0.0
C -3.904 -3.039 -1.260 0.0 0.0 0.0
C 3.036 4.309 -0.489 0.0 0.0 0.0
C -4.555 -1.721 -1.702 0.0 0.0 0.0
C -5.922 -1.617 -1.025 0.0 0.0 0.0
C 2.190 -3.094 -3.767 0.0 0.0 0.0
C 2.446 -6.053 1.784 0.0 0.0 0.0
C -1.508 0.494 -1.400 0.0 0.2 0.0
C -2.807 3.421 1.676 0.0 -0.1 0.1
C -4.015 0.463 -0.459 0.1 0.0 0.0
C 7.009 -1.361 -0.065 0.0 0.0 0.0
C -1.311 -0.385 2.361 -0.1 0.0 0.0
C 6.267 0.285 1.522 0.0 0.0 0.0
C 3.354 -1.003 -3.938 0.0 0.0 0.0
C 0.425 1.202 2.759 -0.1 0.0 0.0
C 3.830 -4.132 1.346 0.0 0.0 0.0
C 2.736 -2.087 -4.549 0.0 0.0 0.0
C -0.133 0.215 1.958 0.0 -0.1 -0.1
C -4.672 3.482 0.035 0.0 0.0 -0.1
C 2.250 -3.017 -2.379 0.0 0.0 0.0
C -4.711 1.889 1.953 0.0 0.0 0.0
C 5.696 -1.754 -0.273 0.0 0.0 0.0
C -3.638 -0.563 -1.316 0.0 0.0 0.0
C -3.807 2.555 0.902 0.0 0.0 0.0
C 4.657 -1.134 0.421 0.0 0.0 0.0
C 1.491 -4.075 0.807 0.0 0.0 0.0
C 1.649 4.583 -2.156 0.0 -0.1 0.0
C -4.761 -1.732 -3.222 0.0 0.0 0.0
C 3.410 -0.926 -2.555 0.0 0.0 0.0
C 2.738 -3.450 0.820 0.0 0.0 0.0
C -3.180 1.493 -0.022 -0.1 0.0 0.0
C 0.503 4.432 -3.090 0.0 0.0 0.0
C -1.955 -0.051 3.536 0.0 0.0 0.0
C 3.435 5.424 -1.141 0.0 0.0 0.0
H -5.572 1.383 1.518 0.0 0.0 0.0
H -5.400 -2.569 -3.513 0.0 0.0 0.0
H 4.540 -5.947 2.235 0.0 0.0 0.0
H -2.948 -3.204 -1.760 0.0 0.0 0.0
H 2.567 6.319 -2.874 0.0 0.0 0.0
H -5.030 0.463 -0.091 0.0 0.0 0.0
H 3.430 3.833 0.394 0.0 0.0 0.0
H -3.812 -1.837 -3.752 0.0 0.0 0.0
H 8.320 -0.034 0.997 0.0 0.0 0.0
H -4.156 1.156 2.539 0.0 0.0 0.0
H 6.485 1.083 2.221 0.0 0.0 0.0
H -2.137 2.811 2.286 0.0 0.0 0.0
H 2.335 -7.062 2.158 0.0 0.0 0.0
H -2.193 4.029 1.021 0.0 0.0 0.0
H -0.288 5.142 -2.845 0.0 0.0 0.0
H 4.801 -3.656 1.391 0.0 0.0 0.0
H -6.458 -0.715 -1.328 0.0 0.0 0.0
H 0.375 -5.848 1.254 0.0 0.0 0.0
H -5.442 2.922 -0.498 0.0 0.0 0.0
H -5.094 2.650 2.636 0.0 0.0 0.0
H -4.558 -3.881 -1.503 0.0 0.0 0.0
H -3.370 4.079 2.342 0.0 0.0 0.0
H -4.057 4.000 -0.704 0.0 0.0 0.0
H -5.232 -0.806 -3.557 0.0 0.0 0.0
H 3.899 -0.077 -2.086 0.0 0.0 0.0
H 5.473 -2.542 -0.983 0.0 0.0 0.0
H 2.686 -2.150 -5.629 0.0 0.0 0.0
H 0.093 3.428 -3.000 0.0 0.0 0.0
H 0.261 2.307 4.587 0.0 0.0 0.0
H 1.715 -3.947 -4.235 0.0 0.0 0.0
H -3.720 -3.035 -0.185 0.0 0.0 -0.1
H -6.532 -2.476 -1.309 0.0 0.0 0.0
H 3.794 -0.218 -4.541 0.0 0.0 0.0
H -2.879 -0.522 3.831 0.0 0.0 0.0
H -5.163 4.233 0.659 0.0 0.0 0.0
H 0.808 4.593 -4.123 0.0 0.0 0.0
H -1.962 -1.291 -2.466 0.0 0.0 0.0
H 7.811 -1.847 -0.606 0.0 0.0 0.0
H 4.243 6.109 -0.966 0.0 0.0 0.0
H 4.146 0.397 1.834 0.0 0.1 0.0
H 0.619 -3.538 0.446 0.0 0.0 0.0
H 0.347 -0.096 1.036 -0.1 0.0 0.1
H 1.822 -3.815 -1.783 0.0 0.0 0.0
H -5.828 -1.618 0.063 0.0 0.0 0.0
```
Positions in Å, forces in eV/Å.

For the energy above the lowest of the compared OMol25 structures with the same formula, charge and spin, the calculation gives 6.86 kcal/mol. Its gap between HOMO and LUMO is 7.28 eV. The calculation puts the lowest unoccupied orbital energy at -0.51 eV.

=====

Entry 4:
Below is a 2-piece molecular cluster, C6H18NO overall at a distorted geometry, with properties calculated with ωB97M-V with the def2-TZVPD basis set.

XYZ file:
```
26
Properties=species:S:1:pos:R:3:forces:R:3
O -1.260 3.840 2.529 1.4 -1.0 -0.6
N 1.166 -2.333 -0.062 3.2 2.0 -1.7
C -0.515 0.703 0.045 -1.5 1.0 1.0
C -2.095 0.873 0.139 0.4 -0.2 3.3
C 1.615 -1.495 -2.310 0.4 -0.8 -1.1
C -0.040 0.661 1.525 -0.5 2.2 0.8
C -0.225 -0.461 -0.874 -2.5 -0.6 -2.0
C 1.146 -1.080 -0.940 1.0 1.0 0.4
H 0.526 -2.936 -0.467 -1.4 -2.1 -0.8
H -2.289 1.169 1.266 0.0 -0.2 -2.5
H 2.141 -2.665 -0.008 -0.6 -0.5 -0.2
H -0.467 0.030 -1.896 0.4 -1.3 1.3
H 1.172 -0.876 -3.082 0.7 0.8 0.0
H -1.049 -1.292 -0.755 1.5 1.3 -0.2
H -0.757 0.322 2.320 0.3 0.0 -1.2
H 0.915 -2.068 0.822 -1.2 0.6 3.1
H -2.736 -0.001 -0.017 0.8 -0.6 0.1
H -0.785 3.833 1.656 -0.7 0.1 1.3
H 0.852 0.145 1.693 1.7 -1.2 0.1
H 1.270 -2.438 -2.734 -0.7 -0.6 0.9
H -0.748 3.193 3.076 -0.7 0.9 -0.6
H -2.590 1.552 -0.486 -0.1 1.6 -1.0
H 2.699 -1.663 -2.395 -0.2 0.8 0.0
H 1.870 -0.345 -0.471 -0.6 -1.0 -0.5
H -0.068 1.613 -0.455 -0.5 -0.8 0.7
H 0.253 1.718 1.882 -0.6 -1.5 -0.7
```
Positions in Å, forces in eV/Å.

For the energy above the lowest of the compared OMol25 structures with the same formula, charge and spin, the calculation gives 51.43 kcal/mol. Its gap between HOMO and LUMO is 10.33 eV. The calculation puts the lowest unoccupied orbital energy at -3.50 eV. Its total charge is +1.

=====

Entry 5:
Below is C12H16Cl3O2P2S4SbV as an isolated structure at a distorted geometry, with properties calculated with ωB97M-V with the def2-TZVPD basis set.

XYZ file:
```
41
Properties=species:S:1:pos:R:3:forces:R:3
Sb 4.044 2.252 -0.765 0.4 0.1 -0.2
V 1.657 0.064 0.296 0.3 0.3 -1.1
Cl 2.348 -3.763 3.061 0.0 0.0 0.0
Cl 4.763 -2.167 3.183 -0.1 0.0 0.0
Cl 2.184 -0.932 3.737 0.0 -0.1 0.2
S 1.565 1.939 1.013 0.0 -0.4 0.2
S 3.393 4.020 -1.915 0.0 -0.1 0.2
S 2.902 0.320 -1.693 0.0 0.0 0.3
S 5.643 1.843 0.683 -0.2 0.0 -0.1
P -0.627 -0.308 1.270 0.2 0.0 -0.1
P 0.184 0.481 -1.668 -0.2 -0.2 0.3
O 3.456 -0.670 0.981 -0.2 0.2 0.2
O 1.768 -2.013 0.732 -0.2 0.2 0.2
C -1.584 0.383 -1.214 0.0 0.0 0.0
C 2.804 -1.672 1.370 -0.1 0.4 0.0
C 0.288 -0.818 -2.933 0.1 0.0 0.0
C 0.293 2.097 -2.473 0.0 0.0 0.0
C -1.026 0.787 2.659 0.0 -0.1 0.0
C -0.892 -1.984 1.900 0.0 0.0 0.0
C 3.062 -2.187 2.793 0.1 -0.2 -0.1
C -4.267 0.103 -0.513 0.0 0.0 0.0
C -3.918 0.500 -1.799 0.0 0.0 0.0
C -3.279 -0.154 0.421 0.0 0.0 0.0
C -2.586 0.638 -2.150 -0.1 0.0 0.0
C -1.938 -0.013 0.068 0.0 0.0 0.0
H -3.557 -0.462 1.421 0.0 0.0 0.0
H 0.196 2.877 -1.719 0.0 0.0 0.0
H 1.162 -0.680 -3.564 0.0 0.0 0.0
H -1.938 -2.100 2.186 0.0 0.0 0.0
H -4.689 0.700 -2.531 0.0 0.0 0.0
H 1.246 2.215 -2.979 0.0 0.0 0.0
H -0.248 0.721 3.419 0.0 0.0 0.0
H 0.343 -1.792 -2.445 0.0 0.0 0.0
H -0.258 -2.150 2.770 0.0 0.0 0.0
H -5.308 -0.006 -0.243 0.0 0.0 0.0
H -2.337 0.937 -3.160 0.0 0.0 0.0
H -1.980 0.492 3.096 0.0 0.0 0.0
H -1.095 1.814 2.304 0.0 0.0 0.0
H -0.525 2.186 -3.187 0.0 0.0 0.0
H -0.635 -2.713 1.135 0.0 0.0 0.0
H -0.614 -0.782 -3.544 0.0 0.0 0.0
```
Positions in Å, forces in eV/Å.

Its gap between HOMO and LUMO is 6.63 eV. The calculation puts the lowest unoccupied orbital energy at -5.02 eV. Its total charge is +1.

=====

Entry 6:
Below is an isolated molecule of C2H7N5 at a distorted geometry, with properties calculated with ωB97M-V with the def2-TZVPD basis set.

XYZ file:
```
14
Properties=species:S:1:pos:R:3:forces:R:3
N 0.591 0.641 -1.649 -2.2 1.4 -0.4
N 1.911 -0.991 -0.985 0.7 0.1 -0.2
N -1.043 1.742 0.618 -1.0 0.5 -0.3
N 0.029 -1.755 0.798 -1.6 -1.2 2.0
N -1.027 0.366 0.910 -0.9 -0.8 1.5
C 0.748 -0.271 -0.784 1.4 1.7 -1.4
C -0.088 -0.559 0.438 0.1 1.2 -1.6
H 1.882 -1.910 -0.691 -0.1 -2.1 1.3
H -1.963 2.031 0.231 1.0 -0.5 0.4
H -0.695 -1.932 1.545 1.0 -0.2 -0.6
H 2.401 -0.982 -1.894 -1.1 0.9 0.7
H -0.248 1.251 -1.504 1.2 -0.9 0.2
H -0.787 2.439 1.345 0.0 -1.4 -0.2
H -1.710 -0.069 1.622 1.5 1.3 -1.4
```
Positions in Å, forces in eV/Å.

For the energy above the lowest of the compared OMol25 structures with the same formula, charge and spin, the calculation gives 39.37 kcal/mol. Its gap between HOMO and LUMO is 9.53 eV. The calculation puts the lowest unoccupied orbital energy at 0.71 eV. Its SMILES is [H]/N=C(NN)/C(N)=N\[H].